{
  "formula": "C4H6NO2P",
  "method": "ωB97M-V with the def2-TZVPD basis set",
  "de_lowest_kj_mol": 92.6,
  "e_tot_ha": -702.60113,
  "homo_ha": -0.3335,
  "gap_ev": 9.227,
  "elements": ["N", "P", "O", "C", "C", "C", "C", "O", "H", "H", "H", "H", "H", "H"],
  "xyz": [[1.83185, -0.24029, 0.83538], [1.19395, -0.24528, -0.65818], [1.81112, -0.97732, -1.71569], [0.19596, 1.24583, -0.75751], [-1.00451, 1.16894, -0.18026], [-1.66877, -0.00769, 0.23308], [-1.04064, -1.19497, 0.08170], [0.07301, -1.44252, -0.64129], [2.21150, -1.06703, 1.22042], [1.27540, 0.38292, 1.40792], [0.64701, 2.12472, -1.21710], [-1.58570, 2.09198, -0.14222], [-2.47413, 0.26367, 1.01606], [-1.46606, -2.10298, 0.51770]],
  "forces_ev_per_angstrom": [[-0.3903, 1.8231, -0.3626], [-1.9514, -1.0479, -0.1920], [4.7020, 0.7707, -3.1768], [1.7331, -0.5807, -0.1392], [-0.3334, 1.8881, -1.3994], [-0.2176, 0.2663, 2.7230], [-1.2707, -1.3640, 0.3419], [-3.7503, 0.6993, 2.5891], [0.3648, -0.6962, 0.4999], [0.4574, -0.3209, 0.6101], [-0.3579, -0.0337, 0.3295], [0.0435, -0.0909, 0.0276], [0.9940, -1.4918, -1.6045], [-0.0233, 0.1785, -0.2467]]
}